Formula: C38H32Cl3N8NiO2S
Source: the Open Molecules 2025 dataset
Level of theory: ωB97M-V/def2-TZVPD

Element x y z (Å)
Ni  4.17679  -20.81209  1.56741
C  4.27237  -18.69237  -2.10974
C  3.29583  -19.84547  -2.22844
C  2.23772  -19.78047  -3.12049
C  1.36638  -20.86550  -3.26606
C  1.60499  -22.02597  -2.54051
C  2.68347  -22.19242  -1.61833
C  2.89557  -23.45133  -0.83625
C  3.50383  -21.04760  -1.45575
N  4.53570  -21.10054  -0.53860
C  5.80433  -21.37658  -0.91668
O  6.30689  -21.49630  -2.05658
C  6.74991  -21.55704  0.30870
C  8.05228  -21.94120  0.17412
C  8.85248  -22.07736  1.31310
C  8.32130  -21.74965  2.54507
C  6.98161  -21.28154  2.57691
N  6.25940  -21.19769  1.48872
C  6.38010  -20.75158  3.80869
O  7.03484  -20.84905  4.83076
N  5.10178  -20.25561  3.64023
C  4.44529  -19.57352  4.64142
C  4.78795  -18.23041  5.04338
C  6.04861  -17.49700  4.59478
C  3.94171  -17.55959  5.89421
C  2.81577  -18.15337  6.45148
C  2.53697  -19.49811  6.18570
C  3.34271  -20.26386  5.33997
C  2.97988  -21.72670  5.17600
H  3.90505  -17.77904  -2.62486
H  5.23283  -18.98816  -2.59169
H  4.48028  -18.47895  -1.08021
H  2.10762  -18.90271  -3.75552
H  0.50424  -20.79130  -3.94388
H  0.98279  -22.91290  -2.78409
H  2.59461  -24.26078  -1.53839
H  2.37196  -23.47389  0.10476
H  3.98791  -23.57068  -0.63580
H  8.40510  -22.18367  -0.83746
H  9.91599  -22.36949  1.17991
H  8.86252  -21.83403  3.48500
H  5.88216  -16.83865  3.75573
H  6.77689  -18.27643  4.37256
H  6.43386  -16.79517  5.37414
H  4.16165  -16.49945  6.13780
H  2.17732  -17.65703  7.17479
H  1.71122  -20.03048  6.68039
H  2.12877  -21.88562  4.52692
H  2.72000  -22.08880  6.16869
H  3.78617  -22.32019  4.71324
S  1.92759  -21.00692  1.45818
C  1.57226  -19.32937  1.31829
N  0.34000  -18.92548  1.68805
N  0.10263  -17.66466  1.30690
C  -0.42929  -16.71405  2.16014
C  -0.23785  -15.33550  2.00323
C  -0.78768  -14.44209  2.92500
C  -1.32017  -14.95799  4.12864
C  -1.45505  -16.33016  4.36596
C  -1.07412  -17.19972  3.33626
N  2.52556  -18.41156  1.03069
N  3.79006  -18.78537  1.22756
C  4.57190  -17.60834  1.34565
C  3.91641  -16.42349  1.66071
C  4.55552  -15.26565  1.39543
C  5.89868  -15.27349  0.97086
C  6.62411  -16.47124  0.99585
C  5.96151  -17.65974  1.13033
H  0.71951  -17.32033  0.54461
H  0.44994  -14.93841  1.24410
H  -0.80292  -13.33646  2.74194
H  -1.62975  -14.25038  4.90584
H  -1.84532  -16.78564  5.27551
H  -1.16233  -18.28010  3.42851
H  2.90307  -16.47654  2.13018
H  4.06505  -14.35589  1.56746
H  6.34928  -14.32751  0.75373
H  7.68811  -16.42770  0.75746
H  6.41108  -18.62330  0.97085
Cl  2.65539  -25.43158  3.80892
C  4.38949  -25.04767  3.40931
Cl  5.35088  -24.87419  4.95408
Cl  5.09827  -26.21912  2.27250
C  4.36547  -23.81274  2.67232
N  4.08050  -22.81170  2.16089

Summary:
Charge: -1
Spin multiplicity: 3
HOMO energy (alpha / beta) in eV: -4.784 / -4.474
LUMO level (alpha / beta) in eV: 1.3 / 1.2

---

Formula: C38H32ClIrN7O3
Source: the Open Molecules 2025 dataset
Level of theory: ωB97M-V/def2-TZVPD

Element x y z (Å)
Ir  -0.94400  -0.24835  -0.34050
C  8.84131  7.35036  5.84544
O  7.49302  7.17722  6.21598
C  6.71075  6.38074  5.47124
C  7.13194  5.65869  4.35180
C  6.23575  4.85795  3.67634
C  4.90703  4.76035  4.09129
C  4.49034  5.49552  5.20622
C  5.37366  6.29231  5.88288
C  3.94856  3.92247  3.42800
N  2.67701  3.79504  3.75550
C  2.15915  2.89274  2.89062
C  3.15211  2.46219  2.00001
N  4.27877  3.13001  2.36240
C  2.91784  1.52449  0.97780
C  3.88352  1.10509  0.05306
C  3.53716  0.18072  -0.90051
C  2.23437  -0.31130  -0.91000
N  1.30722  0.08354  -0.05954
C  1.60720  0.99104  0.88542
C  0.57027  1.41598  1.79247
N  -0.66255  0.88552  1.64239
C  -1.63162  1.26152  2.45437
C  -1.45143  2.20410  3.46970
C  -0.20621  2.75941  3.65239
C  0.83800  2.37122  2.80343
H  9.25055  8.05842  6.56306
H  8.91921  7.76077  4.83463
H  9.39202  6.40672  5.90167
H  8.15119  5.71277  4.00260
H  6.59822  4.30622  2.82189
H  3.46273  5.40170  5.51138
H  5.07133  6.86789  6.74244
H  5.19480  3.04942  1.95586
H  4.88154  1.51029  0.09672
H  4.25143  -0.16598  -1.62783
H  1.94792  -1.05667  -1.63475
H  -2.59510  0.79393  2.30240
H  -2.28038  2.48555  4.10001
H  -0.00044  3.48232  4.42679
N  -0.31789  -1.16059  -3.36780
C  0.36365  -1.99420  -4.16476
C  0.67490  -3.10875  -3.41203
C  0.12608  -2.86016  -2.15204
N  -0.46657  -1.67223  -2.14900
H  -0.68434  -0.22671  -3.53769
H  0.58907  -1.75492  -5.18317
H  1.22922  -3.97123  -3.71322
H  0.14006  -3.46054  -1.26276
C  -6.73281  -2.35271  -5.51704
C  -5.34908  -2.84389  -5.22817
C  -4.45837  -2.98360  -6.28585
C  -3.14557  -3.37693  -6.07122
C  -2.71833  -3.62312  -4.78777
C  -3.60383  -3.50157  -3.70646
N  -3.07572  -3.67068  -2.43880
C  -3.67455  -4.20840  -1.32723
C  -4.54567  -5.30223  -1.42132
C  -5.05966  -5.87261  -0.27501
C  -4.70413  -5.38304  0.97473
C  -3.83534  -4.30742  1.08134
C  -3.33137  -3.70799  -0.05669
C  -2.51621  -2.45341  0.02109
O  -1.39417  -2.45222  0.56795
O  -2.99577  -1.42059  -0.51038
C  -4.94053  -3.10888  -3.91755
C  -5.87368  -2.87997  -2.76997
H  -6.87727  -2.24947  -6.58810
H  -6.89078  -1.37629  -5.05993
H  -7.48505  -3.03538  -5.12901
H  -4.80036  -2.77234  -7.28761
H  -2.46848  -3.47866  -6.90526
H  -1.70001  -3.92828  -4.59941
H  -2.17116  -3.23984  -2.28358
H  -4.76626  -5.71542  -2.39383
H  -5.73385  -6.71243  -0.34838
H  -5.10758  -5.83231  1.86761
H  -3.56508  -3.91412  2.04813
H  -6.39162  -3.79870  -2.49595
H  -6.62373  -2.14105  -3.02847
H  -5.34025  -2.52248  -1.89229
Cl  -1.42208  1.36345  -1.98819

Summary:
ΔE to the lowest compared entry with this formula, charge and spin in kJ/mol: 340.3
Charge: +1
HOMO energy in eV: -9.278
LUMO level in eV: -4.0

---

Going through the records in order, we get largest force on an atom values of 3.1, 4.1 eV/Å.